The following is a DFT calculation (wB97M-V/def2-TZVPD) of a structure of composition C43H45ClFIrN7O4 in a non-equilibrium geometry.

2S+1   6
E_tot   -3013.913926 hartree
Total charge   0
Frontier orbital gap (spin up / spin down)   7.74 / 6.66 eV
E_LUMO (spin up / spin down)   -0.09 / -1.49 eV
ΔE to the lowest compared entry with this formula, charge and spin   14.7 kcal per mole

XYZ file:
```
102
Properties=species:S:1:pos:R:3:forces:R:3
O -2.640153 -1.223267 2.311400 0.455 -0.028 0.930
C 3.044823 1.920270 1.362068 0.147 -0.203 -0.763
H 0.491846 6.870770 3.848158 -0.246 0.339 0.014
C -3.558913 -2.037660 2.039019 -0.624 -0.750 -0.161
H 3.916535 -3.016165 -2.337474 0.008 0.049 0.242
H -0.310536 0.376136 -4.639468 0.574 -0.102 -0.205
C 1.445314 -2.117215 -0.205207 -1.192 -0.091 1.012
N -0.533459 -1.045423 0.504486 -0.201 0.774 -0.164
N -6.443188 -4.954688 0.652605 0.513 0.730 -0.657
C 2.119332 5.636285 3.194073 -0.345 1.656 1.619
Cl -1.183622 1.515947 3.379796 -0.182 -0.013 -0.609
N 1.840203 2.638919 1.116992 0.882 -0.544 -0.219
C 0.785417 6.094547 3.170526 -0.282 -1.508 -0.804
C 3.482979 -2.312956 0.961054 -0.638 0.519 0.785
C 5.413482 0.459499 1.782301 0.486 -0.166 -0.094
C 0.334156 4.371193 1.584919 -0.256 -0.083 -0.083
C -0.013180 -1.933981 -0.207041 -0.837 -0.262 0.670
C -0.453151 -4.203241 -1.244209 -0.843 0.074 -0.628
C -2.993157 -0.516835 -4.159102 -0.539 -0.026 -0.491
H 3.353216 3.140896 4.888124 -0.103 -0.578 0.316
C -2.603970 -4.747238 -2.288757 -0.460 0.274 0.632
C -4.622286 -0.505681 0.375511 0.628 0.384 -0.595
C 3.450620 -2.751057 -1.392124 -1.237 0.313 0.008
Ir -1.545201 0.429893 1.352752 -0.178 0.013 -0.196
C -1.308241 -5.073996 -1.928605 0.102 -0.335 -0.336
H 2.315399 2.092872 5.933640 0.079 0.045 -0.219
H 3.582117 4.259579 2.457337 -0.524 0.149 0.346
H 1.563945 -1.737411 1.870898 0.281 -0.155 0.045
C 1.781814 0.145778 4.032831 -0.452 -0.418 -0.533
H 2.834054 6.088458 3.899593 -0.391 0.071 -0.570
H 1.462412 -2.406829 -2.240170 0.451 -0.399 0.011
H 5.158278 -2.936753 -0.181050 0.983 -0.022 0.163
H -6.156165 -2.534909 -0.231240 1.050 -0.200 0.923
C 5.058118 0.830492 0.496482 -0.960 0.398 0.050
C -0.913673 0.642779 -2.112356 -0.547 1.308 -0.036
H 6.338805 -0.095992 1.880813 0.015 0.073 0.412
H -0.849905 2.061509 -5.115751 0.149 -0.799 0.357
O -3.833796 0.447868 0.419506 0.022 -0.559 0.276
O -6.439401 -6.108056 1.002044 0.242 -0.459 0.690
H -3.262935 -5.479418 -2.844377 0.853 1.166 0.703
H -0.885457 -6.022817 -2.225874 -0.085 -0.174 -0.023
H -3.543832 2.206483 -4.525808 -0.312 0.067 -0.944
C -2.258327 -2.640188 -1.111325 1.382 1.163 0.348
H 2.463714 1.496083 -2.994662 -0.124 -0.109 0.357
C 1.638905 3.804727 1.723250 -0.935 -0.029 -0.573
H 2.550831 -0.636726 4.041543 -0.167 0.057 0.260
C 2.077872 -2.458432 -1.335525 1.201 -0.306 -2.999
C 2.527372 4.573874 2.486395 1.793 -1.459 -0.653
C -1.084530 1.118604 -4.573091 -0.938 0.885 0.323
H -3.777785 -1.083003 -4.686409 0.188 0.149 0.226
N -1.371768 1.218026 -1.041711 -0.263 0.905 1.178
H 0.537473 -4.563054 -1.100094 0.679 0.108 0.355
H -3.460417 -0.093986 -3.253206 0.441 -0.125 -0.205
H -3.042586 2.291659 -6.294031 -0.421 -0.264 0.384
H 4.086080 -2.184812 1.841572 -0.061 -0.104 0.402
C -0.892975 -2.938131 -0.882743 -0.636 -0.288 -0.151
H 4.202565 3.975920 -0.855965 0.392 -0.303 -0.363
C 4.135015 -2.669030 -0.196869 -0.383 -0.337 -0.638
H -1.177812 5.711138 2.236902 -0.258 0.135 -0.074
H 3.516795 3.635201 -2.479322 -0.050 0.085 0.091
C -3.062221 -3.492015 -1.798151 -1.491 -1.009 -1.350
H 2.525767 3.817649 -0.963265 0.406 -0.727 -0.798
N -1.808617 2.546572 -2.701349 0.479 -0.024 0.774
C -3.434976 1.650332 -5.485787 1.028 -0.913 1.372
C 2.108162 -2.044045 0.984464 1.584 0.165 0.767
H -4.364750 1.132272 -5.725243 -0.109 0.508 -0.259
C -4.522432 -1.803529 1.017887 0.108 1.609 -0.666
H 1.070117 -0.073859 3.211539 0.466 -0.012 0.374
H 5.675212 0.610109 -0.372222 0.048 -0.159 0.331
C -2.418223 0.515867 -5.118592 -0.181 1.525 0.786
H -2.160945 -0.023661 -5.996688 0.416 -0.386 -1.001
C 3.461885 3.392098 -1.416978 -0.670 0.766 1.096
H -4.750872 -5.214648 2.790038 0.289 0.968 -0.492
C -0.147342 5.426171 2.315770 1.607 0.712 0.894
H -2.613367 -1.652030 -0.784452 0.093 -0.588 -0.243
C 3.606344 1.878406 -1.190419 0.365 0.575 -0.717
C 3.017905 2.102907 5.093222 0.316 -0.115 -0.645
C 2.389084 1.514521 3.806874 -0.386 1.471 -0.208
H -3.147415 -3.540455 3.594070 -0.258 0.423 -0.508
C 4.586656 0.771289 2.844521 -0.559 0.679 -0.985
H 3.890043 1.478365 5.362273 -0.324 0.462 0.171
O -7.219500 -4.508376 -0.180992 -0.067 -0.074 0.171
H 4.793767 0.592772 3.864320 0.649 -0.772 0.752
H -4.087334 -3.156316 -2.035808 0.539 -0.344 0.228
H -5.471551 -0.366276 -0.319796 -0.143 -0.189 0.275
H 1.508353 1.373204 -1.453878 0.167 0.311 -0.221
H -0.411587 -0.269001 -2.223838 0.463 -1.065 0.084
H 4.557674 1.589289 -1.678048 -0.489 0.128 -0.094
H 2.547517 0.071686 -1.903804 0.338 0.074 -0.118
H 1.180953 0.144237 4.946243 0.195 -0.152 0.003
C -3.765345 -3.274746 2.721594 0.824 -0.796 0.687
C 2.468571 1.161577 -1.944664 -0.204 -0.177 0.718
F -0.469499 3.796216 0.700401 -0.377 -0.244 -0.075
H -2.195255 -1.222611 -3.943646 -0.089 -0.239 0.522
N -1.155777 1.468608 -3.122147 -0.198 -0.782 -2.544
C -5.415624 -4.014662 1.162940 -1.493 0.992 -1.754
C 3.869220 1.525365 0.255406 -0.352 0.090 0.480
C -5.392589 -2.760091 0.565478 -1.704 -0.757 -0.543
C 3.392685 1.467583 2.646961 -0.562 -0.124 0.107
N -1.891196 2.428815 -1.429690 -0.333 -0.696 0.257
C -4.630410 -4.240585 2.254151 0.470 -1.272 1.733
H 1.537840 2.174543 3.488279 0.814 -0.535 0.496
```
Positions in Å, forces in eV/Å.

***

The following is a DFT calculation (wB97M-V/def2-TZVPD) of a structure of composition C43H45F6GeN4O2SbW.

2S+1   4
E_tot   -5018.476852 hartree
Total charge   +1
Frontier orbital gap (spin up / spin down)   6.91 / 5.22 eV
E_LUMO (spin up / spin down)   -3.28 / -5.44 eV
ΔE to the lowest compared entry with this formula, charge and spin   4.5 kcal per mole

XYZ file:
```
103
Properties=species:S:1:pos:R:3:forces:R:3
H 10.708790 0.936266 1.985196 0.002 0.001 0.002
H 3.621916 2.709960 4.344956 0.000 -0.018 -0.008
C 5.326415 -1.461334 5.274651 0.025 -0.004 -0.054
H -3.017732 -5.586656 0.320948 0.000 -0.002 -0.002
H -4.396336 -1.435263 1.020124 -0.011 0.004 0.031
C 1.948641 -1.674215 -1.500557 0.029 0.043 0.027
C 9.561726 -0.038543 3.512964 -0.001 -0.001 -0.005
C 1.683449 3.682876 -1.239320 0.001 0.037 -0.014
C 1.458627 5.031929 -1.434643 0.011 -0.029 -0.001
C 7.379476 1.307165 2.461811 -0.006 0.004 -0.005
O 1.430183 -1.121600 1.695022 0.113 0.101 0.013
H 8.763045 2.139264 1.049367 0.001 0.000 0.000
H 4.310637 4.585290 8.117162 -0.002 0.001 -0.001
C 4.653893 -1.612384 6.486022 -0.015 -0.012 0.007
H 5.922810 2.808256 8.713143 0.000 0.002 0.000
C 8.303317 -0.208315 4.074440 0.008 0.020 -0.020
H 2.821039 -1.801914 -0.847488 0.000 -0.012 0.001
C 4.060658 0.274411 2.965154 -0.018 0.012 0.022
H 6.165652 -4.715998 4.765928 -0.001 -0.003 0.003
C 2.062080 -0.372792 -2.285179 0.009 -0.015 0.002
F -1.117798 -0.085911 -1.338553 -0.103 0.059 0.061
C 0.324148 5.792034 -1.193184 -0.003 0.012 -0.004
H 3.975200 1.274764 2.533244 -0.008 -0.006 0.001
H -1.748184 1.285590 2.398410 0.004 -0.008 -0.007
H -3.086313 -3.351455 0.783429 0.001 0.008 0.005
C -3.592923 -0.697238 1.050478 0.015 0.001 -0.008
C 9.728124 0.803670 2.423134 0.001 -0.005 0.004
H 2.301473 5.570142 -1.853282 0.001 0.000 0.001
H -5.175612 0.724162 1.268941 -0.002 -0.003 0.001
H -3.371378 1.849336 -0.011893 0.002 -0.009 -0.003
C 7.196261 0.462214 3.555698 -0.017 -0.017 0.030
F -0.600637 -1.789381 -3.323606 -0.011 0.015 0.036
C 0.855624 2.667648 -0.733449 -0.023 -0.160 0.016
N -0.883651 1.816742 0.596115 -0.091 -0.036 0.101
H 0.965748 -6.183849 -0.903321 0.002 -0.003 0.001
N 0.751220 -1.740674 -0.663763 -0.024 0.040 -0.124
C 0.271769 -5.405602 -0.610484 -0.022 0.006 0.004
H -4.152653 0.621986 2.680599 0.001 -0.006 -0.001
H 4.005887 -2.965124 8.019962 0.000 -0.002 0.001
C 5.864817 -2.595405 4.662576 -0.025 -0.017 0.031
H 10.412510 -0.564006 3.927122 0.003 0.001 0.000
C -2.083224 -5.055696 0.186597 -0.002 0.000 -0.011
C 5.032957 1.699066 5.627124 -0.015 0.008 -0.051
H -2.070698 -0.590114 2.611817 -0.011 0.003 0.001
H -2.140448 4.026949 0.335048 0.002 -0.003 0.008
C 0.169498 -2.864388 -0.371314 -0.078 -0.008 0.029
F -3.060817 -1.333434 -4.452241 -0.014 -0.014 0.010
H 4.970276 -4.955717 6.917766 -0.001 -0.001 -0.001
C 1.691211 -0.130172 2.451242 -0.072 0.118 -0.040
C -4.135793 0.630120 1.585364 0.004 0.009 -0.036
F -2.711667 -2.130412 -1.827249 -0.009 0.008 -0.021
C 8.635287 1.477847 1.896734 -0.011 -0.002 -0.001
C -1.938514 2.001121 1.598695 -0.007 0.013 0.004
W 0.124797 0.055053 0.423373 0.069 -0.169 -0.292
C -0.839007 5.345543 -0.604616 -0.012 -0.005 -0.009
C -1.148389 4.092555 -0.089476 -0.007 0.010 -0.054
H 6.386135 0.981459 7.141258 -0.001 -0.003 -0.002
H 6.536586 1.848235 2.043827 -0.002 0.003 0.000
H 1.936488 -2.485601 -2.225851 -0.017 -0.010 0.001
H 3.233205 0.776866 -0.860626 -0.005 -0.010 0.003
N 1.215409 1.373198 -0.731490 0.090 0.286 0.053
H 2.765320 -1.192581 3.922283 0.012 0.000 -0.005
C -2.120583 -3.729487 0.482416 -0.002 -0.026 -0.008
H -3.289478 -0.556659 0.014017 0.001 -0.019 -0.027
H 2.680898 3.366089 -1.507006 0.001 -0.007 0.001
H 4.231120 -0.745571 6.981927 0.002 0.004 0.003
C 4.511175 3.780253 7.422370 -0.006 0.009 -0.011
H 1.167746 -0.231032 -2.891791 -0.017 -0.002 -0.002
C 4.524305 -2.864283 7.075075 -0.006 0.023 -0.004
F -1.311056 0.717878 -3.816476 -0.028 -0.029 0.018
H 6.403954 -2.501624 3.725527 -0.005 -0.001 -0.002
C 5.064916 -3.981398 6.456115 0.008 -0.003 -0.006
H 0.362000 6.834445 -1.480826 0.003 -0.002 -0.002
H -3.949718 2.749774 1.376789 0.005 0.003 -0.007
H 2.381746 0.490750 4.338289 -0.004 0.009 0.004
H 2.888274 -0.517244 -2.985044 0.002 -0.009 0.007
C -3.383316 1.863284 1.081262 -0.003 -0.007 0.012
H 1.775990 -4.058532 -1.064045 0.000 0.004 0.000
C 0.759540 -4.126531 -0.705969 0.024 -0.001 -0.008
C 5.415677 2.782400 7.757342 0.021 -0.019 -0.005
C -2.412077 -1.288256 1.850868 0.002 -0.012 0.025
H -2.706420 -2.186110 2.394767 0.012 -0.022 -0.024
H 2.620607 1.649165 -2.264010 0.017 0.005 0.014
H 8.186618 -0.874002 4.922313 0.004 0.008 0.006
C 4.129931 2.711015 5.303636 0.009 0.010 0.041
C -0.422677 2.902728 -0.060291 0.113 -0.003 -0.039
C 5.674061 1.752003 6.865051 -0.007 -0.006 0.011
C 5.735916 -3.846955 5.247674 0.003 -0.001 0.001
H -1.183585 -6.903786 -0.323991 0.003 -0.002 -0.001
H 4.371603 -0.401197 2.164926 0.032 -0.019 0.016
C -0.999672 -5.840039 -0.245067 0.004 -0.007 -0.001
C 2.359459 0.907296 -1.511374 -0.022 -0.002 -0.008
F -3.516723 0.338840 -2.316405 -0.022 0.048 0.030
H 3.167234 4.524738 5.925568 -0.001 0.002 0.003
Ge 5.443257 0.262816 4.375705 0.020 0.007 0.011
H -1.790448 2.974881 2.070012 0.000 0.002 -0.007
Sb -2.126037 -0.735523 -2.962930 0.144 -0.024 -0.068
C 2.701760 -0.175100 3.535482 -0.005 0.014 -0.033
H -1.628884 6.081013 -0.503674 -0.005 -0.007 0.000
C 3.868979 3.745188 6.193611 -0.001 -0.004 -0.002
C -1.087598 -2.719093 0.428757 -0.060 0.171 0.108
N -1.246564 -1.567644 1.003623 -0.008 -0.133 0.097
O 1.061154 0.930146 2.133476 0.011 -0.184 0.131
```
Positions in Å, forces in eV/Å.